No. 1
ORCA calculation (the ωB97M-V functional and the def2-TZVPD basis) on a molecular structure, C51H56AsCdN7O3S2Sb.

```
122
Properties=species:S:1:pos:R:3:mulliken_charge:R:1
C -1.878 2.677 -3.737 -1.097
N -1.445 -1.892 -2.143 0.565
C -4.539 4.226 4.505 -0.514
C 2.017 -0.859 -4.882 0.022
C 2.497 2.386 4.718 -0.886
H -2.897 1.955 -1.977 0.611
C -3.390 -1.203 5.699 -0.876
C 0.811 -4.076 2.712 -1.677
H 2.865 -2.895 -3.080 0.070
H -1.424 -2.114 -5.494 0.444
H -2.662 4.148 -0.303 0.562
C 3.461 -2.278 1.042 0.781
C 0.593 4.615 0.488 -0.421
C -0.107 6.164 -1.218 -0.594
H 1.887 6.046 -0.435 0.407
S 2.668 0.552 -2.604 1.438
H -4.401 -1.393 6.039 0.422
O 3.240 1.865 -2.470 -0.799
H 0.190 -0.495 4.454 0.484
C 0.880 5.651 -0.390 -0.832
C -4.512 -1.036 -0.228 -1.789
C -1.096 -0.672 6.179 -1.123
C -2.644 -1.333 -1.966 1.153
C -3.034 2.493 3.791 0.422
C -3.058 -1.322 -4.326 -0.809
N 1.118 0.485 -2.185 -0.240
N 0.408 1.994 -3.866 -0.441
C -3.493 -1.059 -3.039 -0.909
H 4.204 1.694 -4.697 0.559
C -1.664 4.577 -0.313 -0.228
N -0.967 1.289 -2.044 0.458
H 4.099 -1.029 2.679 0.499
H 2.380 -0.871 2.339 -0.128
C 0.262 3.085 4.211 -0.522
H 3.494 -0.068 -8.969 0.218
H 0.726 -4.370 -2.709 0.046
H 3.325 2.302 5.412 0.370
H -0.972 -4.333 -0.262 0.225
C -1.807 -1.884 -4.509 -1.298
H 3.011 -4.856 -0.730 0.617
H 4.776 -3.834 0.248 0.320
C 0.374 2.563 2.926 -0.006
C 3.205 -1.584 2.380 -0.908
H -4.369 6.082 3.444 0.400
H 1.375 4.216 1.121 0.353
H 1.833 -4.257 3.047 0.283
N -2.112 -0.967 0.304 1.585
H -0.662 3.558 4.523 0.334
H -0.449 3.227 -5.250 0.470
H 0.700 -5.515 -1.375 0.336
C 3.034 -0.479 -7.030 0.891
C -1.385 5.627 -1.174 -0.802
Sb 1.628 -2.722 -0.025 -1.973
H -4.981 -2.007 -0.407 0.278
H 3.851 -4.359 -3.028 0.496
C -1.806 -0.986 3.898 -0.233
H -0.314 -0.438 6.891 0.419
C 2.447 -4.193 -1.391 0.196
C -0.804 -0.711 4.823 0.254
C 2.142 -1.181 -6.221 -0.835
C -1.053 -2.160 -3.377 0.242
C -2.489 3.330 2.817 -0.802
H -5.332 4.574 5.155 0.356
H -3.690 -1.088 -5.174 0.372
H 0.122 6.971 -1.903 0.368
H 2.421 -1.327 -8.774 0.234
H -2.707 3.235 -4.142 0.450
H -2.617 -0.885 7.678 0.389
H 1.209 3.420 6.104 0.399
O -0.240 -0.898 2.138 0.042
C -3.102 -1.233 4.344 0.207
C 1.355 -5.003 -2.079 -1.155
C 2.767 0.165 -4.333 -0.435
C -2.984 4.624 2.707 -0.317
C -1.459 -0.944 2.437 -1.272
H -4.450 2.259 5.374 0.480
H 4.187 -2.990 -1.950 0.287
H 0.164 -4.795 3.227 0.508
C -0.685 4.069 0.537 0.467
As -1.112 2.526 1.663 0.162
H 0.517 -3.077 3.034 0.150
H -2.663 1.483 3.904 0.258
C 3.393 -3.577 -2.412 -1.363
O 3.297 -0.545 -1.898 -0.683
H 5.277 -3.169 1.798 0.451
H -5.029 -0.305 -0.852 0.378
N 3.202 -0.829 -8.377 -0.613
C 3.646 0.878 -5.131 -0.856
C 1.577 1.967 2.509 0.456
H -3.872 -1.434 3.612 0.345
H 3.926 -4.296 1.725 0.229
C -0.628 2.663 -4.340 -0.581
H 3.911 -1.544 0.365 0.298
C 0.197 1.298 -2.739 -0.479
Cd 0.119 -0.083 -0.056 7.088
H -2.161 6.013 -1.825 0.401
N -2.500 -0.963 1.618 -0.727
H -1.302 -5.160 1.268 0.502
H 1.146 -5.185 0.913 0.703
C 1.315 3.006 5.109 -0.800
H 1.801 -5.764 -2.730 0.440
H 4.483 1.100 -7.092 0.304
C -2.388 -0.918 6.620 -0.488
H 1.319 -1.385 -4.252 0.280
C 0.668 -4.244 1.204 0.469
H -2.567 5.310 1.980 0.357
S 1.886 1.452 0.859 -0.440
H -4.466 -0.621 -2.873 0.324
H 3.543 1.401 3.123 0.423
C 4.405 -3.463 1.203 -1.535
H -0.086 -2.639 -3.466 0.099
C -4.046 2.933 4.629 -0.666
H -1.326 -3.399 1.176 -0.058
H 2.993 -2.309 3.167 0.204
C -3.050 -1.074 -0.564 -0.832
H 1.548 -1.981 -6.648 0.315
C -1.976 1.969 -2.550 -0.437
H -4.640 -0.769 0.815 0.334
C 3.787 0.549 -6.470 -0.774
C 2.623 1.876 3.439 -0.615
C -4.002 5.068 3.544 -0.761
C -0.812 -4.290 0.817 -1.133
```

**2S+1**: 1
**Kohn-Sham gap**: 6.85 eV
**Charge**: -1

No. 2
ORCA calculation (the ωB97M-V functional and the def2-TZVPD basis) on C2H5NO2 in the gas phase.

```
10
Properties=species:S:1:pos:R:3:nbo_charge:R:1
O 1.903 0.513 0.207 -0.148
H 2.890 -0.859 -0.774 0.457
H -2.475 0.481 0.395 0.225
N 0.727 -0.190 -0.104 -0.167
C -0.405 0.445 0.251 0.043
H -1.746 -0.088 -1.214 0.239
C -1.754 -0.142 -0.025 -0.662
H -1.860 -1.186 0.295 0.243
O 2.974 -0.364 0.136 -0.416
H -0.256 1.389 0.833 0.188
```

**2S+1**: 1
**Kohn-Sham gap**: 10.38 eV
**Charge**: 0
**SMILES string**: C/C=N/OO

No. 3
ORCA calculation (the ωB97M-V functional and the def2-TZVPD basis) on C4H10N2O in the gas phase.

```
17
Properties=species:S:1:pos:R:3:nbo_charge:R:1
N -0.822 -0.403 0.306 -0.388
H 0.918 0.792 0.483 0.171
H -0.467 -2.363 1.005 0.208
H -1.811 0.862 1.716 0.200
H -0.327 0.129 2.330 0.159
C -1.208 -0.045 1.704 -0.424
H -1.747 -0.886 2.136 0.201
O -0.737 0.551 -2.378 -0.548
H 1.600 1.628 -2.701 0.398
C 0.201 0.634 -1.633 0.668
C 0.007 0.776 -0.133 -0.339
C 0.038 -1.593 0.427 -0.433
H 0.184 -2.007 -0.582 0.208
H 2.263 0.735 -1.455 0.378
H -0.595 1.674 0.007 0.234
N 1.491 0.837 -2.090 -0.854
H 1.012 -1.322 0.857 0.160
```

**2S+1**: 1
**Kohn-Sham gap**: 9.99 eV
**Charge**: 0
**SMILES string**: CN(C)CC(N)=O

No. 4
ORCA calculation (the ωB97M-V functional and the def2-TZVPD basis) on C4H13N3 in the gas phase.

```
20
Properties=species:S:1:pos:R:3:nbo_charge:R:1
C 0.263 -0.749 -0.926 -0.432
H -1.921 2.614 0.925 0.364
H -0.194 0.014 1.074 0.195
C 0.089 0.367 0.079 -0.072
N -0.344 -2.493 0.766 -0.870
H -1.967 0.824 -0.413 0.198
H -0.711 1.590 -1.422 0.163
H 0.795 -2.854 -0.960 0.183
H 0.913 -0.654 -1.803 0.212
H -0.756 -3.392 0.537 0.360
H -0.025 -2.553 1.727 0.363
H -0.273 2.873 0.795 0.349
H 1.877 0.933 -0.613 0.348
N -1.125 2.603 0.318 -0.845
N 1.420 1.036 0.274 -0.834
H -0.651 -0.929 -1.499 0.213
H 1.374 2.036 0.426 0.344
H 1.563 -1.973 0.395 0.194
C -1.001 1.330 -0.384 -0.219
C 0.668 -2.053 -0.228 -0.212
```

**2S+1**: 1
**Kohn-Sham gap**: 9.99 eV
**Charge**: 0
**SMILES string**: NCC[C@@H](N)CN

No. 5
ORCA calculation (the ωB97M-V functional and the def2-TZVPD basis) on a molecular structure, C2H2ClFO2.

```
8
Properties=species:S:1:pos:R:3:nbo_charge:R:1
O 0.836 1.328 -0.984 -0.524
C 0.971 0.769 0.056 0.385
H -1.223 -0.279 -1.416 0.506
C -0.329 -0.618 0.155 0.457
H 0.029 -1.491 0.872 0.158
O -0.752 -1.019 -0.971 -0.661
F -1.334 0.043 0.903 -0.388
Cl 1.804 1.268 1.385 0.066
```

**2S+1**: 1
**Kohn-Sham gap**: 10.36 eV
**Charge**: 0

No. 6
ORCA calculation (the ωB97M-V functional and the def2-TZVPD basis) on a molecular structure, C46H43F5N7O4STi.

```
107
Properties=species:S:1:pos:R:3:mulliken_charge:R:1
C -6.378 -3.087 0.757 0.271
C -2.568 -0.291 -0.593 0.448
C 0.986 -1.496 2.359 -0.199
C -1.605 -1.927 1.590 0.486
H 2.175 0.545 -4.664 0.325
H 0.764 1.426 -4.036 0.138
H 5.494 1.207 0.386 0.460
S 0.944 -0.706 -3.045 0.503
N 0.519 -0.812 1.323 1.531
H -5.861 -4.541 2.279 0.249
C 3.460 3.112 -4.298 -0.886
C 0.210 -2.422 3.061 -1.718
C -2.985 0.586 -1.601 -1.099
C 2.711 -3.947 -0.247 0.368
H 4.118 2.427 4.102 0.438
F 1.023 -2.508 -0.889 -0.488
H 4.434 2.614 0.177 0.024
C 2.437 2.664 -1.743 -0.982
O 2.812 0.847 1.610 0.261
C -6.639 -4.138 1.640 -0.470
C 3.546 1.950 -2.191 -0.229
C -8.923 -4.227 0.902 0.952
H -11.004 -4.518 -0.805 0.343
C 2.265 -2.642 -0.338 -0.637
N 1.951 2.352 -0.459 1.853
C 0.391 1.894 3.293 -1.057
C -0.760 -1.012 0.944 0.031
H 1.915 4.590 -4.485 0.447
C -2.936 -2.026 1.081 -0.205
C 5.020 1.859 -0.342 -1.098
H 5.347 -0.645 -1.077 0.262
H -4.008 0.540 -1.950 0.601
H -1.695 -3.378 3.193 0.519
N -0.356 0.659 -0.672 1.962
C 1.807 3.451 0.421 -0.340
H 0.519 0.110 -5.220 0.618
C -1.239 -0.208 -0.154 -0.963
C -7.410 -2.624 -0.050 -0.817
H 5.216 2.108 2.763 0.335
N -4.728 -1.524 -0.206 -0.872
N -4.004 -2.798 1.463 -0.101
H -0.037 2.192 -1.980 -0.314
C 0.827 4.587 2.316 -0.448
C 4.916 -0.010 -1.843 -1.363
F 5.821 -3.350 1.455 -0.314
C 4.164 2.210 3.037 -1.060
C 2.370 3.842 -3.849 -1.095
Ti 1.950 0.456 0.097 -0.539
H 1.417 -2.276 -4.743 0.548
H 0.141 4.571 3.154 0.346
C 1.887 -2.032 -3.790 -0.949
C -2.081 1.493 -2.099 -1.223
H -9.456 -2.802 -0.627 0.404
H 1.856 -2.895 -3.135 0.228
C 3.928 -4.199 0.360 0.655
C 1.126 0.461 -4.386 -1.036
F 1.978 -4.958 -0.725 -0.333
O 1.832 -0.138 -1.949 -0.826
F 4.934 -0.884 1.258 -0.485
H -2.362 2.205 -2.862 0.594
H -11.418 -3.331 0.464 0.347
N 4.133 1.055 -1.211 1.461
H -12.056 -4.988 0.548 0.242
C -7.892 -4.703 1.715 -0.799
H 4.916 1.626 -3.817 0.344
O -10.114 -4.843 1.046 -0.457
H 3.083 6.589 0.819 0.448
C 2.466 5.724 1.018 -1.104
H -4.022 -3.490 2.191 0.182
C 4.145 -1.847 0.736 -0.429
H 3.719 3.017 2.458 0.078
C 4.052 2.171 -3.463 -0.363
F 4.389 -5.440 0.461 -0.317
C 1.862 3.621 -2.577 0.351
C -8.676 -3.183 0.014 -0.464
H 0.651 -2.947 3.897 0.595
C -1.240 2.489 1.682 -1.314
C -11.203 -4.382 0.260 -0.846
H -0.028 0.904 3.474 0.168
H 3.862 3.281 -5.288 0.441
C -5.060 -2.462 0.654 0.268
C 3.480 0.897 2.779 0.316
C -0.772 1.494 -1.605 -0.034
H 4.268 -0.605 -2.482 0.156
C 2.582 4.607 0.216 -0.123
H 2.007 -1.303 2.658 0.109
H 3.287 4.624 -0.604 0.504
H 1.445 1.885 3.545 0.222
C 0.951 3.442 1.532 -0.037
H -1.786 1.565 1.874 0.318
N 0.193 2.262 1.886 1.132
C 2.945 -1.527 0.121 1.737
C 1.566 5.728 2.074 -1.038
H 5.793 2.354 -0.940 0.418
H 5.745 0.392 -2.433 0.552
H -1.633 3.252 2.366 0.563
O 3.495 -0.033 3.539 -0.549
H 1.451 6.600 2.704 0.430
H -8.102 -5.518 2.394 0.426
H -1.432 2.815 0.662 0.312
C -3.414 -1.250 0.049 1.069
C 4.649 -3.133 0.863 0.416
C -1.084 -2.652 2.671 -0.724
H 1.028 4.209 -2.212 0.606
H 2.910 -1.692 -3.944 0.284
H -0.107 2.596 3.973 0.597
H -7.210 -1.813 -0.737 0.448
```

**2S+1**: 1
**Kohn-Sham gap**: 6.68 eV
**Charge**: +1

Energy relative to the best compared isomer or geometry (same formula, charge and spin) values (in kJ/mol) by entry order: 56.4, 553.3, 165.6, 90.6, 158.3, 0.0.
Electronic energy values (in eV) by entry order: -163983.5267, -7735.0170, -9337.2711, -8828.4739, -21439.7164, -114556.8326.